Entry 1:
C25H32N4OPZr | wB97M-V/def2-TZVPD

Geometry as XYZ:
```
64
C25H32N4OPZr, DFT wB97M-V/def2-TZVPD
Zr 0.427 0.336 0.295
N 1.353 -0.676 2.224
C 1.602 -2.143 2.080
C 1.850 -2.453 0.621
N 0.718 -1.956 -0.221
C -0.535 -2.731 0.078
C -1.561 -1.958 0.893
N -1.778 -0.613 0.287
C 1.089 -2.127 -1.657
C 0.157 -1.324 -2.535
N 0.189 0.093 -2.066
H 2.253 -0.209 2.337
H 0.855 -0.482 3.094
H 0.734 -2.679 2.462
H 2.455 -2.453 2.682
H 1.975 -3.529 0.473
H 2.760 -1.959 0.279
H -0.278 -3.657 0.597
H -0.989 -3.030 -0.866
H -1.235 -1.803 1.924
H -2.487 -2.533 0.935
H -2.464 -0.100 0.837
H -2.211 -0.720 -0.629
H 1.084 -3.187 -1.924
H 2.111 -1.762 -1.778
H -0.871 -1.681 -2.474
H 0.454 -1.399 -3.581
H -0.626 0.596 -2.413
H 0.979 0.561 -2.510
O 2.564 0.656 -0.167
C 1.941 1.729 -0.274
C 2.210 3.100 -0.529
C 3.427 3.701 -0.872
C 3.453 5.075 -1.041
C 2.296 5.829 -0.862
C 1.079 5.238 -0.503
C 1.037 3.871 -0.340
P -0.429 2.893 0.135
C -0.140 2.384 1.877
C -1.212 1.759 2.549
C -1.079 1.346 3.867
C 0.124 1.548 4.542
C 1.192 2.154 3.894
C 1.069 2.561 2.568
C -1.894 3.916 0.131
C -2.726 3.880 -0.989
C -3.828 4.717 -1.055
C -4.104 5.582 -0.004
C -3.277 5.620 1.115
C -2.169 4.793 1.186
H 4.318 3.102 -1.007
H 4.374 5.569 -1.317
H 2.339 6.901 -1.004
H 0.195 5.848 -0.368
H -2.182 1.703 2.066
H -1.925 0.913 4.386
H 0.213 1.260 5.582
H 2.116 2.342 4.427
H 1.895 3.079 2.095
H -2.515 3.212 -1.816
H -4.472 4.695 -1.923
H -4.967 6.232 -0.055
H -3.495 6.298 1.928
H -1.524 4.837 2.056
```

Results
- HOMO (eV) = -17.14
- orbital gap (eV) = 7.3
- net charge = +3

Atomic partial charges in e from the natural (NBO) method, atoms 1 to 4: atom 1 (Zr): 1.9215, atom 2 (N): -0.9098, atom 3 (C): -0.2398, atom 4 (C): -0.2341

Entry 2:
C11H24NO3PS | wB97M-V/def2-TZVPD

Geometry as XYZ:
```
41
C11H24NO3PS, DFT wB97M-V/def2-TZVPD
H -0.205 -3.362 -0.947
N 0.610 -3.963 -1.080
C 1.180 -4.215 0.023
C 2.368 -5.139 0.022
C 0.768 -3.641 1.362
C 1.400 -2.265 1.671
C 1.733 -2.083 3.152
O 0.531 -1.189 1.305
C 0.516 -0.811 -0.054
C -0.868 -0.868 -0.668
O -1.585 0.227 -0.147
C -2.837 0.464 -0.763
P 1.135 0.925 -0.117
S 1.080 1.860 -1.818
H 2.917 -5.043 -0.912
H 2.013 -6.170 0.093
H 3.037 -4.961 0.864
H 1.069 -4.328 2.152
H -0.319 -3.546 1.413
H 2.312 -2.169 1.067
H 1.243 -2.830 3.777
H 2.807 -2.153 3.323
H 1.401 -1.100 3.479
H 1.226 -1.403 -0.643
H -0.789 -0.810 -1.760
H -1.359 -1.811 -0.392
H -3.539 0.806 -0.004
H -2.737 1.233 -1.535
H -3.234 -0.447 -1.219
H 2.431 0.741 0.398
H 0.488 1.490 0.990
C -1.015 6.845 -1.497
C -2.020 5.832 -1.002
C -1.685 4.385 -1.253
O -3.033 6.169 -0.433
H -1.353 7.852 -1.263
H -0.042 6.660 -1.037
H -0.880 6.740 -2.576
H -0.731 4.126 -0.791
H -1.561 4.205 -2.323
H -2.472 3.747 -0.858
```

Results
- structure (SMILES) = [H]/N=C(/C)C[C@H](C)O[C@@H](COC)[PH2]=S.CC(C)=O
- ΔE to the lowest compared entry with this formula, charge and spin (eV) = 0.000
- HOMO (eV) = -8.82
- orbital gap (eV) = 9.5

Atomic partial charges in e from the natural (NBO) method, atoms 1 to 4: atom 1 (H): 0.3223, atom 2 (N): -0.6271, atom 3 (C): 0.3286, atom 4 (C): -0.6790

Entry 3:
C2H12N2O3 | wB97M-V/def2-TZVPD

Geometry as XYZ:
```
19
C2H12N2O3, DFT wB97M-V/def2-TZVPD
H 2.449 -0.169 2.363
N 1.587 0.146 1.953
C 1.681 1.177 1.207
N 0.646 1.674 0.509
C 0.750 2.673 -0.567
H 2.506 1.897 1.305
H -0.111 1.001 0.518
H -0.234 2.713 -1.012
H 1.555 2.334 -1.214
H 1.041 3.639 -0.155
O -2.198 -4.190 -0.956
H -3.112 -3.958 -1.102
H -1.770 -3.403 -0.586
O -0.697 -0.633 -2.170
H -0.789 -1.098 -1.338
H -1.568 -0.576 -2.537
O -0.523 -1.042 0.846
H 0.105 -0.921 1.604
H -1.318 -1.264 1.332
```

Results
- structure (SMILES) = [H]/N=C/NC.O.O.O
- ΔE to the lowest compared entry with this formula, charge and spin (eV) = 0.711
- HOMO (eV) = -8.92
- orbital gap (eV) = 9.5

Atomic partial charges in e from the natural (NBO) method, atoms 1 to 4: atom 1 (H): 0.3587, atom 2 (N): -0.8046, atom 3 (C): 0.3148, atom 4 (N): -0.6086

Entry 4:
C3H7O5Tl | wB97M-V/def2-TZVPD

Geometry as XYZ:
```
16
C3H7O5Tl, DFT wB97M-V/def2-TZVPD
Tl -1.276 0.423 2.124
O 3.349 -1.384 0.990
C 2.869 -0.583 1.862
O 3.474 -0.204 2.874
O 1.721 -0.082 1.749
H 4.110 -1.913 1.349
C -2.025 -0.203 -1.091
C -0.845 0.573 -1.555
O 0.013 0.705 -0.424
O -2.708 0.591 -0.126
H -1.757 -1.128 -0.567
H -2.655 -0.519 -1.923
H -1.134 1.626 -1.755
H -0.358 0.155 -2.443
H 0.839 1.154 -0.679
H -3.616 0.787 -0.388
```

Results
- ΔE to the lowest compared entry with this formula, charge and spin (eV) = 0.291
- HOMO (eV) = -18.58
- orbital gap (eV) = 3.5
- net charge = +2

Atomic partial charges in e from the natural (NBO) method, atoms 1 to 4: atom 1 (Tl): 0.9731, atom 2 (O): -0.5571, atom 3 (C): 0.9319, atom 4 (O): -0.0802

Entry 5:
C6H14N2O2 | wB97M-V/def2-TZVPD

Geometry as XYZ:
```
24
C6H14N2O2, DFT wB97M-V/def2-TZVPD
C 3.104 1.011 -0.463
N 2.569 -0.005 -1.383
C 1.846 -1.092 -0.983
C 1.439 -2.220 -1.936
O 1.330 -1.011 0.138
H 2.418 0.999 0.387
H 4.076 0.723 -0.076
H 2.900 1.965 -0.966
H 3.031 -0.125 -2.275
H 1.312 -1.717 -2.876
H 2.294 -2.886 -1.960
H 0.544 -2.613 -1.473
C -2.112 2.382 0.771
N -1.995 1.110 1.450
C -2.622 0.032 0.907
C -2.338 -1.304 1.529
O -3.401 0.201 -0.025
H -2.793 2.411 -0.052
H -2.330 3.216 1.444
H -1.195 2.885 0.407
H -1.363 1.146 2.228
H -2.174 -2.109 0.831
H -1.429 -1.404 2.137
H -3.108 -1.594 2.242
```

Results
- structure (SMILES) = CNC(C)=O.CNC(C)=O
- ΔE to the lowest compared entry with this formula, charge and spin (eV) = 1.512
- HOMO (eV) = -9.23
- orbital gap (eV) = 10.0

Atomic partial charges in e from the natural (NBO) method, atoms 1 to 4: atom 1 (C): -0.4344, atom 2 (N): -0.6151, atom 3 (C): 0.6707, atom 4 (C): -0.6962

Entry 6:
C3H7IN2 | wB97M-V/def2-TZVPD

Geometry as XYZ:
```
13
C3H7IN2, DFT wB97M-V/def2-TZVPD
C 2.133 -1.892 -0.045
C 2.331 -0.683 -0.501
C -2.157 1.635 -0.139
N -1.399 -0.383 0.749
N -1.264 0.509 -0.056
I 4.045 0.317 0.037
H 2.737 -2.394 0.744
H 1.295 -2.525 -0.566
H -2.859 1.940 0.676
H -1.496 2.469 -0.346
H -2.922 1.531 -0.852
H 1.722 -0.396 -1.299
H -2.166 -0.129 1.599
```

Results
- multiplicity = 3
- <S²> = 2.008
- ΔE to the lowest compared entry with this formula, charge and spin (eV) = 1.932
- HOMO (spin up / spin down) (eV) = -6.63 / -8.93
- orbital gap (spin up / spin down) (eV) = 7.4 / 7.3

Atomic partial charges in e from the natural (NBO) method, atoms 1 to 4: atom 1 (C): -0.3882, atom 2 (C): -0.3805, atom 3 (C): -0.4738, atom 4 (N): -0.3605

Entry 7:
C3H3FN2O2 | wB97M-V/def2-TZVPD

Geometry as XYZ:
```
11
C3H3FN2O2, DFT wB97M-V/def2-TZVPD
C 0.022 -0.205 -1.386
C -0.897 1.126 0.807
C -0.279 1.224 -1.316
N 0.425 -0.640 -0.092
N -0.187 0.056 0.922
O 0.031 -0.990 -2.305
O -1.563 1.903 1.381
F -0.995 1.863 -2.250
H 0.440 1.882 -0.879
H 0.168 -1.687 -0.019
H 0.055 -0.151 1.931
```

Results
- ΔE to the lowest compared entry with this formula, charge and spin (eV) = 4.001
- HOMO (eV) = -8.81
- orbital gap (eV) = 8.8

Atomic partial charges in e from the natural (NBO) method, atoms 1 to 4: atom 1 (C): 0.5652, atom 2 (C): 0.7387, atom 3 (C): -0.0103, atom 4 (N): -0.4516

Entry 8:
C12H23BFN3O3PS | wB97M-V/def2-TZVPD

Geometry as XYZ:
```
45
C12H23BFN3O3PS, DFT wB97M-V/def2-TZVPD
C -4.423 1.347 0.798
C -3.975 0.907 -0.597
C -2.626 1.481 -1.074
C -1.686 1.960 0.030
N -0.277 1.828 -0.380
C 0.632 1.240 0.561
P 0.857 2.602 1.843
S 1.139 4.371 1.039
O 0.321 0.012 1.125
B 0.499 -1.003 0.066
C 1.068 -2.456 0.507
C 1.273 -3.418 -0.628
C 0.972 -3.024 -2.047
N 1.751 -4.565 -0.365
O -0.906 -1.199 -0.583
C -1.770 -1.416 0.280
N -2.604 -1.656 1.082
O 1.496 -0.356 -0.816
C 1.912 0.851 -0.270
C 3.102 0.700 0.658
C 4.102 -0.336 0.210
F 3.748 1.929 0.709
H -5.505 1.411 0.811
H -4.151 0.595 1.521
H -4.055 2.323 1.084
H -4.738 1.189 -1.311
H -3.944 -0.172 -0.625
H -2.846 2.324 -1.717
H -2.152 0.737 -1.693
H -1.871 3.021 0.154
H -1.830 1.439 0.968
H -0.185 1.414 -1.293
H -0.349 2.647 2.563
H 1.885 2.252 2.732
H 0.462 -2.964 1.250
H 2.043 -2.347 0.958
H 1.786 -2.441 -2.457
H 0.059 -2.460 -2.162
H 0.885 -3.910 -2.663
H 1.838 -5.102 -1.224
H 2.150 1.545 -1.064
H 2.823 0.470 1.678
H 4.116 -0.435 -0.865
H 3.889 -1.295 0.657
H 5.084 -0.039 0.550
```

Results
- HOMO (eV) = -5.55
- orbital gap (eV) = 8.6
- net charge = -1

Atomic partial charges in e from the natural (NBO) method, atoms 1 to 4: atom 1 (C): -0.6212, atom 2 (C): -0.3928, atom 3 (C): -0.4073, atom 4 (C): -0.2410

Molecular weight readings, ordered: 526.76, 281.36, 112.13, 327.47, 146.19, 198.01, 118.07, 350.19 g/mol
Energy readings, ordered: -1653.70825, -1453.49749, -418.61293, -666.34030, -497.00195, -525.48380, -475.86214, -1725.45731 a.u.